Formula: H16O8
Source: the OMol25 dataset
Level of theory: ωB97M-V/def2-TZVPD

Element x y z (Å)
1 O -0.3095 -0.4717 -0.2063
2 H -0.7244 0.1155 -0.7823
3 H 0.5584 -0.1636 0.0758
4 O -3.0378 2.9309 -0.5637
5 H -3.3497 2.1535 -0.0745
6 H -2.1409 2.7075 -0.6461
7 O -5.2799 -0.2530 1.1749
8 H -5.7183 0.0020 0.4286
9 H -4.4088 -0.6867 1.0176
10 O 1.7577 -2.5480 -1.6119
11 H 2.5841 -2.0982 -1.5904
12 H 1.1658 -1.8202 -2.0218
13 O -3.6055 -2.0508 -0.0019
14 H -3.1683 -2.8709 0.2236
15 H -4.5912 -2.2127 -0.0307
16 O 1.7167 2.4087 -1.6392
17 H 2.0217 1.8987 -0.8931
18 H 2.3552 2.2151 -2.4011
19 O 3.2645 0.6134 2.9613
20 H 3.8432 0.1662 3.6513
21 H 3.9557 0.8024 2.3940
22 O 5.0785 -0.5841 0.0175
23 H 6.0682 -0.7825 0.0971
24 H 4.8707 0.2095 -0.4953

The HOMO energy comes out at -0.413 Ha. The HOMO-LUMO gap comes out at 10.913 eV. The spin multiplicity is 1. The calculation puts the relative energy (zero: lowest compared OMol25 entry of this formula, charge and spin) at 351.9 kJ/mol.

Formula: C13H23IrN2O2P
Source: the OMol25 dataset
Level of theory: ωB97M-V/def2-TZVPD

Element x y z (Å)
1 C -2.7461 0.2954 -3.7502
2 C -2.1787 1.3662 -3.0627
3 C -1.2015 1.1707 -2.0426
4 C -0.9573 -0.1524 -1.5820
5 C -1.7736 -1.1609 -2.0903
6 C -2.5456 -0.9863 -3.2476
7 C -0.3793 2.3707 -1.6292
8 C -0.9868 3.4792 -0.6833
9 N -1.8593 3.2471 0.4187
10 Ir 0.6359 -1.0319 -0.3074
11 C -1.6516 -2.5140 -1.4852
12 P -1.0359 -2.2415 0.2372
13 H -2.3332 2.3838 -3.4305
14 H -2.9580 -1.8795 -3.7082
15 H -3.3291 0.4258 -4.6637
16 H -0.8898 -3.1066 -2.0275
17 H -2.6125 -3.0405 -1.4726
18 H 0.5922 2.0453 -1.2056
19 H -0.1353 2.9368 -2.5557
20 H -0.1075 3.9735 -0.2631
21 C -1.2834 -3.8951 0.8728
22 C -2.1251 -1.0973 1.0976
23 H -1.5106 4.2053 -1.3258
24 C -3.2847 3.2534 0.2105
25 C -1.3907 3.2754 1.7821
26 H 1.1160 -2.3652 0.8346
27 H -3.7246 4.2650 0.3602
28 H -3.5071 2.8732 -0.8022
29 H -3.7677 2.5830 0.9414
30 H -1.9301 4.0500 2.3538
31 H -1.5441 2.3207 2.3142
32 H -0.3126 3.4600 1.8093
33 H -3.0441 -1.6000 1.4010
34 H -1.5832 -0.7333 1.9773
35 H -2.3352 -0.2293 0.4692
36 H -2.3049 -4.2336 0.6488
37 H -0.5911 -4.5790 0.3586
38 H -1.1239 -3.9105 1.9595
39 H 0.8521 -1.7902 1.3301
40 O 2.3234 0.0008 0.0759
41 N 2.7676 0.0435 -1.1316
42 O 1.9440 -0.3635 -1.9961

The HOMO energy (alpha / beta) comes out at -0.515 / -0.566 Ha. The expectation value of S² is 8.773. The HOMO-LUMO gap (alpha / beta) comes out at 7.504 / 5.900 eV. The spin multiplicity is 6. Its charge is +2.

Formula: C11H14BN7ReSe
Source: the OMol25 dataset
Level of theory: ωB97M-V/def2-TZVPD

Element x y z (Å)
1 H -0.5108 -3.9807 -0.9201
2 N -0.0271 -1.9218 -0.8777
3 B 1.8810 0.1473 -0.8617
4 N 1.3149 -1.2182 -1.3178
5 C 1.9018 -2.0592 -2.1476
6 Re -1.2716 -0.6889 -1.3568
7 H 2.8086 -1.7304 -2.6507
8 C 1.2617 -3.2962 -2.1715
9 H 1.5636 -4.1509 -2.7445
10 C 0.2135 -3.2543 -1.2443
11 H 2.9540 0.3658 -1.3565
12 C -2.9796 1.0994 3.5273
13 H -4.0224 1.3101 3.3090
14 H -2.5136 0.6765 2.6444
15 H -2.4688 2.0248 3.7708
16 N 1.9393 0.1779 0.6859
17 N 0.8439 1.2044 -1.2802
18 N 0.7410 0.0188 1.3372
19 N -0.6020 1.0548 -1.0746
20 C 2.9325 0.4093 1.5608
21 C 1.0637 2.3241 -1.9588
22 H 3.9123 0.5719 1.1759
23 H 2.0860 2.5216 -2.2639
24 C 2.3746 0.3887 2.8493
25 C -0.1233 3.0387 -2.0732
26 C 1.0002 0.1305 2.6293
27 C -1.1114 2.2934 -1.4552
28 H 2.8813 0.5489 3.7672
29 H -0.2066 4.0172 -2.5269
30 H 0.2079 0.0211 3.3499
31 H -2.1641 2.4737 -1.3284
32 H -2.8971 0.4065 4.3301
33 Se -5.7779 -2.1775 -1.1645
34 C -4.1833 -1.5749 -1.0712
35 N -3.0222 -1.1723 -1.0909

The HOMO energy (alpha / beta) comes out at -0.522 / -0.521 Ha. The expectation value of S² is 3.797. The HOMO-LUMO gap (alpha / beta) comes out at 5.043 / 4.466 eV. The spin multiplicity is 4. The calculation puts the relative energy (zero: lowest compared OMol25 entry of this formula, charge and spin) at 371.5 kJ/mol. Its charge is +2.

Formula: C11H14N2O3S
Source: the OMol25 dataset
Level of theory: ωB97M-V/def2-TZVPD

Element x y z (Å)
1 C -1.9365 -0.4122 -1.7682
2 C -1.8914 0.7461 -0.7875
3 C -2.7036 1.8931 -1.3218
4 C -0.3775 1.1988 -0.5975
5 N 0.3521 0.2052 0.2529
6 C 0.2511 0.0798 1.6468
7 S -0.8692 1.0719 2.7136
8 O -1.4373 0.3070 3.8227
9 O -1.7358 2.0215 2.0260
10 O 0.1529 2.0377 3.5394
11 N 1.0968 -0.8340 2.1152
12 C 1.7706 -1.2764 1.0134
13 C 2.7809 -2.2164 0.9885
14 C 3.3788 -2.5794 -0.1999
15 C 2.9419 -2.0241 -1.3980
16 C 1.8903 -1.0580 -1.3896
17 C 1.2954 -0.7194 -0.1570
18 H -1.2578 -1.2392 -1.4960
19 H -2.9014 -0.8984 -1.7328
20 H -1.6739 -0.0561 -2.7847
21 H -2.3192 0.3915 0.1303
22 H -2.7639 2.6584 -0.5757
23 H -3.7543 1.6399 -1.5711
24 H -2.2322 2.3403 -2.2484
25 H -0.2979 2.1929 -0.1902
26 H 0.1408 1.2513 -1.5834
27 H -0.2126 1.9296 4.4072
28 H 3.1482 -2.5786 1.9422
29 H 4.2456 -3.2251 -0.1458
30 H 3.3918 -2.2877 -2.3976
31 H 1.5271 -0.5600 -2.2530

The HOMO energy comes out at -0.330 Ha. The HOMO-LUMO gap comes out at 8.807 eV. The spin multiplicity is 1. The calculation puts the relative energy (zero: lowest compared OMol25 entry of this formula, charge and spin) at 174.0 kJ/mol.

Formula: C28H29BN10O2PdS3
Source: the OMol25 dataset
Level of theory: ωB97M-V/def2-TZVPD

Element x y z (Å)
1 Pd 0.5934 0.7133 1.0980
2 O 3.3514 8.9290 1.3509
3 C 2.9449 8.2537 2.1949
4 O 2.5378 7.5863 3.0552
5 C 2.3242 5.1721 0.7267
6 C 1.9510 4.5488 1.9294
7 C 1.5624 3.2167 1.9898
8 N 1.5153 2.4564 0.8753
9 C 1.9905 2.9501 -0.2713
10 C 2.4082 4.2908 -0.3490
11 C 2.1369 2.0484 -1.4370
12 C 1.9727 2.5195 -2.7354
13 C 2.2395 1.6631 -3.7911
14 C 2.6760 0.3772 -3.5127
15 C 2.7939 -0.0037 -2.1849
16 N 2.5158 0.7949 -1.1599
17 C 1.2257 2.5113 3.2161
18 C 1.2843 3.0710 4.4833
19 C 1.0109 2.2892 5.5898
20 C 0.6849 0.9505 5.4139
21 C 0.6366 0.4513 4.1318
22 N 0.8942 1.2022 3.0527
23 H 1.9362 5.1182 2.8519
24 H 2.8189 4.5997 -1.3047
25 H 1.6419 3.5331 -2.9140
26 H 2.1302 2.0023 -4.8128
27 H 2.9390 -0.3093 -4.3064
28 H 3.1558 -0.9931 -1.9266
29 H 1.5527 4.1102 4.6014
30 H 1.0594 2.7172 6.5818
31 H 0.4803 0.3021 6.2530
32 H 0.4021 -0.5893 3.9554
33 C 1.1457 -2.9298 -3.1030
34 N 0.5121 -3.8271 -2.1406
35 C -0.1503 -4.9880 -2.4508
36 C -0.5902 -5.5178 -1.2785
37 N -0.1664 -4.7083 -0.2604
38 B -0.5858 -4.7977 1.2496
39 N -1.6652 -3.6455 1.3999
40 C -3.0213 -3.8038 1.4140
41 C -3.5876 -2.5697 1.4866
42 N -2.5661 -1.6552 1.4868
43 C -2.7679 -0.2197 1.6615
44 C -1.4072 -2.3400 1.4278
45 S 0.2103 -1.6934 1.5972
46 C 0.5047 -3.6928 -0.7999
47 S 1.4206 -2.4551 0.0029
48 H 0.6173 -3.0190 -4.0484
49 H 2.1916 -3.1982 -3.2465
50 H 1.0649 -1.9098 -2.7343
51 H -0.2391 -5.3356 -3.4652
52 H -1.1617 -6.4083 -1.0846
53 H 0.3536 -4.5401 1.9451
54 H -1.1204 -5.8442 1.4479
55 H -3.4730 -4.7799 1.3904
56 H -4.6170 -2.2656 1.5637
57 H -3.7488 0.0338 1.2685
58 H -2.0051 0.3268 1.1167
59 H -2.7257 0.0392 2.7185
60 C -3.8359 -1.7301 -2.7576
61 C -2.3161 -1.6699 -2.9180
62 C -1.7094 -0.4982 -2.2183
63 N -0.9004 -0.5896 -1.2250
64 N -0.5112 0.6328 -0.7277
65 C -1.0699 1.6501 -1.3586
66 N -0.8834 2.9411 -1.0600
67 S -2.0938 1.1450 -2.6544
68 H -4.2340 -2.6106 -3.2583
69 H -4.3206 -0.8559 -3.1931
70 H -4.1122 -1.7830 -1.7031
71 H -2.0538 -1.6326 -3.9782
72 H -1.8527 -2.5626 -2.4940
73 H -0.4185 3.1806 -0.1969
74 H -1.4773 3.6444 -1.4668

The HOMO energy comes out at -0.412 Ha. The HOMO-LUMO gap comes out at 4.413 eV. The spin multiplicity is 1. Its charge is +2.

no.,F_max (eV Å⁻¹)
1,4.50
2,5.37
3,7.12
4,3.30
5,1.05